Computed, not measured: a 15-piece molecular cluster, C22H74N4O15 overall in a non-equilibrium geometry, with ωB97M-V with the def2-TZVPD basis set.

Geometry as XYZ:
```
115
Properties=species:S:1:pos:R:3
C 0.72 -0.73 5.25
C 0.30 0.11 4.01
O -0.42 -0.66 3.12
H 1.55 -1.41 5.07
H -0.03 -1.46 5.35
H 1.02 -0.30 6.18
H 1.08 0.65 3.56
H -0.41 0.85 4.27
H -0.82 -0.04 2.47
C -1.33 -0.08 0.06
C 0.05 0.36 -0.43
O 0.72 1.02 0.54
H -1.74 -0.72 -0.80
H -1.92 0.86 0.17
H -1.39 -0.62 1.04
H 0.06 1.04 -1.30
H 0.60 -0.61 -0.67
H 1.32 1.67 0.12
C 4.76 -1.97 -2.66
C 4.59 -1.44 -1.22
O 3.33 -0.84 -1.01
H 4.35 -1.27 -3.38
H 4.29 -2.85 -2.91
H 5.78 -2.10 -2.86
H 5.30 -0.76 -0.81
H 4.63 -2.24 -0.52
H 3.16 -0.85 -0.04
C 1.28 4.40 -0.54
C 2.11 3.60 -1.61
O 2.40 2.36 -0.97
H 0.35 3.89 -0.21
H 1.13 5.42 -0.98
H 1.80 4.54 0.41
H 3.06 4.13 -1.85
H 1.55 3.45 -2.52
H 2.99 1.89 -1.57
C 3.36 2.55 2.29
C 4.55 1.90 3.06
O 5.25 2.91 3.69
H 2.97 3.48 2.68
H 2.52 1.97 2.26
H 3.60 2.75 1.27
H 5.13 1.17 2.50
H 4.19 1.42 4.00
H 5.57 3.44 2.97
C 2.05 0.46 -3.60
C 3.17 1.38 -3.92
O 4.13 1.20 -2.93
H 1.44 0.40 -4.46
H 1.53 0.79 -2.73
H 2.26 -0.61 -3.50
H 2.89 2.42 -3.82
H 3.52 1.23 -4.97
H 3.90 0.34 -2.51
C 1.84 -3.44 -1.97
C 0.36 -3.67 -1.81
O -0.33 -2.90 -0.86
H 1.93 -2.40 -2.35
H 2.24 -4.11 -2.71
H 2.37 -3.41 -0.98
H 0.36 -4.70 -1.51
H -0.05 -3.60 -2.76
H -1.25 -2.96 -1.17
C -1.94 2.54 2.99
O -2.82 1.50 2.61
N -0.85 2.78 2.47
N -2.10 3.31 4.02
H -0.71 2.32 1.58
H -0.06 3.36 2.83
H -2.93 3.34 4.56
H -1.36 4.01 4.16
C -5.26 -2.80 2.30
O -4.87 -4.02 2.74
N -6.46 -2.50 2.10
N -4.44 -1.93 1.69
H -7.16 -3.27 2.33
H -6.83 -1.48 1.94
H -3.45 -2.31 1.82
H -4.55 -0.95 1.72
C -3.12 -4.15 -2.93
O -2.82 -3.27 -1.91
H -3.87 -4.90 -2.66
H -2.29 -4.69 -3.39
H -3.46 -3.58 -3.75
H -3.55 -2.79 -1.57
C -1.73 -0.21 -3.28
O -1.46 0.84 -4.23
H -0.80 -0.39 -2.78
H -2.17 -1.20 -3.60
H -2.45 0.20 -2.61
H -1.06 1.60 -3.78
C -5.00 3.03 -0.71
O -6.34 2.53 -0.47
H -4.28 2.42 -0.19
H -4.80 3.94 -0.44
H -4.62 3.12 -1.76
H -6.48 1.65 -0.82
C -1.95 3.16 -1.65
O -0.90 3.28 -2.53
H -1.70 2.93 -0.66
H -2.74 2.48 -1.95
H -2.46 4.13 -1.61
H -1.06 4.00 -3.07
C -1.69 -3.82 2.29
O -2.30 -3.46 1.08
H -0.78 -4.36 2.09
H -2.36 -4.35 2.99
H -1.39 -2.93 2.84
H -1.67 -3.10 0.49
C 1.91 -2.59 1.71
O 2.40 -1.27 1.54
H 1.68 -2.70 2.80
H 2.66 -3.31 1.31
H 1.01 -2.78 1.17
H 1.69 -0.71 1.32
```

The calculation puts the HOMO-LUMO gap at 0.32260 Ha. The value obtained for the HOMO energy is -8.647 eV. The value obtained for the LUMO energy is 0.1313 eV.

Here are the Löwdin charges for atoms 1 to 4, given in e: -0.035 -0.307 -0.090 0.058

Computed, not measured: BeH16O8 as an isolated structure, with ωB97M-V with the def2-TZVPD basis set.

Geometry as XYZ:
```
25
Properties=species:S:1:pos:R:3
Be -0.10 -0.03 -0.10
O 1.45 -0.77 -1.80
H 2.25 -0.25 -1.88
H 1.74 -1.67 -1.90
O -0.13 1.05 2.14
H 0.43 0.67 2.81
H -0.70 1.66 2.61
O 2.45 1.27 0.32
H 3.25 0.80 0.11
H 2.60 1.63 1.19
O 1.53 -1.45 1.35
H 1.57 -1.44 2.30
H 1.99 -2.24 1.09
O -2.42 1.04 -0.24
H -3.34 0.97 0.00
H -2.44 1.34 -1.15
O -1.39 -1.28 -1.91
H -2.17 -1.26 -2.47
H -0.85 -1.97 -2.28
O 0.06 2.14 -1.26
H -0.17 2.86 -0.67
H 0.13 2.54 -2.12
O -1.74 -1.52 1.30
H -2.47 -1.78 0.74
H -1.55 -2.29 1.83
```

As for the spin multiplicity: 2. The calculation puts the HOMO-LUMO gap (spin up / spin down) at 0.21705 / 0.40614 Ha. The value obtained for the HOMO energy (spin up / spin down) is -8.429 / -14.355 eV. Its expectation value of S² is 0.751. The value obtained for the LUMO energy (spin up / spin down) is -2.5232 / -3.3033 eV. As for the charge: +1.

Here are the Löwdin charges for atoms 1 to 4, given in e: 0.773 -0.059 0.049 0.055

Computed, not measured: C19H30N2O3S5Ti as an isolated structure in a non-equilibrium geometry, with ωB97M-V with the def2-TZVPD basis set.

Geometry as XYZ:
```
60
Properties=species:S:1:pos:R:3
Ti -1.90 -0.08 1.59
C -2.20 -2.64 3.92
C -1.39 -1.47 4.47
S -2.27 0.08 4.04
C -1.03 1.44 4.19
C -1.67 2.67 3.57
S -1.97 2.43 1.75
C -3.78 2.75 1.57
C -4.66 1.63 2.07
S -4.31 0.10 1.07
C -4.91 -1.25 2.19
C -4.21 -2.55 1.85
S -2.38 -2.53 2.09
H -3.19 -2.68 4.37
H -1.68 -3.58 4.14
H -0.38 -1.43 4.04
H -1.33 -1.55 5.56
H -0.11 1.15 3.67
H -0.83 1.62 5.25
H -1.01 3.54 3.66
H -2.62 2.92 4.05
H -3.92 2.93 0.50
H -4.00 3.69 2.10
H -5.71 1.89 1.91
H -4.51 1.40 3.13
H -5.98 -1.38 1.99
H -4.78 -0.93 3.23
H -4.35 -2.81 0.80
H -4.60 -3.37 2.45
C 5.71 0.60 -1.66
C 4.36 -0.03 -1.37
C 3.26 1.03 -1.15
N 2.10 0.43 -0.50
C 1.01 -0.07 -1.01
S -0.04 -1.09 0.17
N 0.61 -0.09 -2.25
C 1.15 0.74 -3.45
O 0.80 1.87 -3.48
C 2.02 -0.01 -4.33
C 2.16 -1.41 -4.30
C 3.00 -2.04 -5.21
C 3.69 -1.31 -6.17
C 3.57 0.08 -6.19
C 2.71 0.72 -5.32
H 6.43 -0.18 -1.88
H 6.09 1.16 -0.81
H 5.67 1.28 -2.50
H 4.46 -0.64 -0.47
H 4.07 -0.69 -2.19
H 2.97 1.48 -2.10
H 3.63 1.82 -0.50
H 2.24 0.27 0.49
H -0.32 -0.46 -2.45
H 1.57 -2.00 -3.62
H 3.12 -3.12 -5.17
H 4.33 -1.82 -6.87
H 4.17 0.65 -6.88
H 2.55 1.79 -5.38
O 0.07 -0.34 1.51
O -1.46 -0.64 -0.19
```

The calculation puts the HOMO-LUMO gap at 0.11978 Ha. The value obtained for the HOMO energy is -18.335 eV. The value obtained for the LUMO energy is -15.0757 eV. As for the charge: +4.

Here are the Löwdin charges for atoms 1 to 4, given in e: 0.646 -0.393 -0.405 0.962

Computed, not measured: a 2-piece molecular cluster, C5H10BNO3 overall in a non-equilibrium geometry, with ωB97M-V with the def2-TZVPD basis set.

Geometry as XYZ:
```
20
Properties=species:S:1:pos:R:3
C -1.00 0.15 1.54
C -1.20 -0.49 0.25
N -2.06 -1.60 0.44
C -0.82 -0.06 -0.95
B -0.02 1.22 -1.36
O 0.20 1.35 -2.72
O 0.46 2.18 -0.55
H -0.21 1.10 1.43
H -0.55 -0.34 2.38
H -1.84 0.64 1.99
H -1.76 -2.20 1.16
H -2.28 -2.03 -0.51
H -0.98 -0.87 -1.63
H -0.02 0.71 -3.40
H 1.06 2.84 -0.82
C 2.41 -0.16 0.86
C 1.77 -1.10 0.22
O 1.29 -1.95 -0.40
H 3.10 -0.18 1.67
H 2.44 0.83 0.40
```

The calculation puts the HOMO-LUMO gap at 0.33200 Ha. The value obtained for the HOMO energy is -8.445 eV. The value obtained for the LUMO energy is 0.5890 eV. Its SMILES is C/C(N)=C\B(O)O.C=C=O.

Here are the Löwdin charges for atoms 1 to 4, given in e: -0.067 -0.448 0.095 0.023

Computed, not measured: C30H29N3O3PdS as an isolated structure, with ωB97M-V with the def2-TZVPD basis set.

Geometry as XYZ:
```
67
Properties=species:S:1:pos:R:3
Pd -0.49 -0.92 -0.44
C 3.28 4.71 0.10
C 3.10 4.13 -1.27
C 3.86 4.61 -2.33
C 3.67 4.15 -3.63
C 2.67 3.21 -3.86
C 1.89 2.71 -2.82
C 0.77 1.74 -3.10
C 2.13 3.13 -1.50
N 1.29 2.64 -0.51
C 1.75 2.12 0.60
O 2.94 1.93 0.98
C 0.67 1.71 1.58
C 0.87 1.97 2.94
C -0.14 1.66 3.83
C -1.30 1.07 3.35
C -1.39 0.78 2.00
N -0.43 1.09 1.13
C -2.65 0.10 1.50
O -3.68 0.21 2.19
N -2.50 -0.60 0.37
C -3.64 -1.26 -0.12
C -3.77 -2.64 0.05
C -2.72 -3.39 0.81
C -4.87 -3.29 -0.50
C -5.84 -2.59 -1.21
C -5.71 -1.22 -1.36
C -4.62 -0.54 -0.82
C -4.48 0.95 -0.97
H 3.88 5.62 0.06
H 3.75 3.99 0.77
H 2.31 4.95 0.54
H 4.61 5.37 -2.13
H 4.26 4.54 -4.44
H 2.48 2.87 -4.87
H 0.55 1.72 -4.17
H -0.12 2.03 -2.55
H 1.00 0.73 -2.79
H 1.80 2.41 3.24
H -0.02 1.87 4.89
H -2.14 0.82 3.99
H -2.61 -2.99 1.82
H -1.74 -3.27 0.33
H -2.97 -4.45 0.88
H -4.96 -4.37 -0.38
H -6.68 -3.12 -1.64
H -6.46 -0.66 -1.91
H -5.23 1.35 -1.66
H -3.48 1.20 -1.34
H -4.59 1.43 0.00
C 2.80 -0.88 -0.69
S 1.34 -1.90 -0.91
O 1.72 -2.78 -2.07
C 1.65 -2.93 0.55
C 2.09 -4.23 0.36
C 2.29 -5.05 1.47
C 2.05 -4.57 2.75
C 1.61 -3.26 2.92
C 1.40 -2.44 1.82
H 3.68 -1.53 -0.74
H 2.76 -0.34 0.26
H 2.82 -0.14 -1.49
H 2.27 -4.57 -0.65
H 2.63 -6.07 1.33
H 2.20 -5.21 3.61
H 1.41 -2.88 3.92
H 1.01 -1.43 1.94
```

The calculation puts the HOMO-LUMO gap at 0.21470 Ha. The value obtained for the HOMO energy is -1.191 eV. The value obtained for the LUMO energy is 4.6509 eV. As for the charge: -2.

Here are the Löwdin charges for atoms 1 to 4, given in e: 0.331 -0.065 -0.212 -0.095

Computed, not measured: an isolated ion of composition C17H36NO2S and charge +1 in a non-equilibrium geometry, with ωB97M-V with the def2-TZVPD basis set.

Geometry as XYZ:
```
57
Properties=species:S:1:pos:R:3
C 6.25 -2.72 0.35
C 6.40 -1.12 0.31
C 5.46 -0.50 -0.82
C 5.26 1.09 -0.68
C 4.53 1.51 0.67
C 2.96 1.22 0.57
C 2.20 2.51 -0.02
C 0.92 2.10 -0.92
C -0.40 2.03 0.00
S -1.94 1.87 -1.05
N -2.08 3.35 -1.95
C -3.42 1.80 0.05
C -3.06 0.79 1.26
C -4.37 0.15 1.90
C -4.14 -1.28 2.54
C -3.64 -2.38 1.52
C -4.78 -2.71 0.46
O -4.30 -3.28 -0.78
C -3.78 -2.31 -1.64
C -3.82 -2.67 -3.19
O -3.28 -1.23 -1.30
H 6.08 -3.14 -0.69
H 5.38 -2.95 1.05
H 7.19 -3.21 0.74
H 7.48 -0.88 0.06
H 6.21 -0.66 1.34
H 5.92 -0.77 -1.83
H 4.44 -1.01 -0.80
H 6.24 1.63 -0.86
H 4.55 1.37 -1.53
H 4.64 2.63 0.80
H 4.93 1.01 1.60
H 2.74 0.31 -0.09
H 2.55 0.99 1.60
H 1.76 3.05 0.88
H 2.89 3.17 -0.61
H 1.09 1.10 -1.43
H 0.76 2.91 -1.71
H -0.46 3.04 0.51
H -0.34 1.25 0.80
H -2.76 3.14 -2.69
H -2.53 4.01 -1.29
H -4.33 1.40 -0.48
H -3.67 2.80 0.53
H -2.47 1.41 2.01
H -2.40 0.00 0.80
H -5.20 0.11 1.12
H -4.78 0.81 2.73
H -5.14 -1.61 2.96
H -3.38 -1.23 3.39
H -2.67 -2.05 1.04
H -3.43 -3.33 2.11
H -5.43 -3.52 0.94
H -5.48 -1.83 0.30
H -2.88 -3.29 -3.36
H -4.76 -3.21 -3.48
H -3.70 -1.69 -3.74
```

The calculation puts the HOMO-LUMO gap at 0.36057 Ha. The value obtained for the HOMO energy is -12.620 eV. The value obtained for the LUMO energy is -2.8084 eV. As for the charge: +1.

Here are the Löwdin charges for atoms 1 to 4, given in e: -0.129 -0.257 -0.223 -0.203

Computed, not measured: C29H46P2RuSe as an isolated structure in a non-equilibrium geometry, with ωB97M-V with the def2-TZVPD basis set.

Geometry as XYZ:
```
79
Properties=species:S:1:pos:R:3
Ru 0.17 1.47 1.56
C 2.45 0.34 0.03
C 2.19 1.74 0.20
C 2.31 0.70 2.30
C 2.53 -0.28 1.28
C 2.17 2.00 1.64
C 2.86 -0.34 -1.22
H 2.87 0.37 -2.05
H 2.19 -1.17 -1.50
H 3.86 -0.78 -1.13
C 2.94 -1.68 1.53
H 3.73 -1.97 0.84
H 2.08 -2.34 1.39
H 3.29 -1.83 2.56
C 2.70 0.56 3.72
H 2.93 -0.48 3.95
H 1.89 0.92 4.36
H 3.58 1.20 3.91
C 2.49 3.30 2.28
H 3.49 3.25 2.74
H 1.76 3.49 3.08
H 2.46 4.14 1.57
C 2.48 2.76 -0.83
H 3.57 2.85 -0.96
H 2.09 3.73 -0.51
H 2.05 2.51 -1.81
C -0.49 -3.29 -2.12
C 0.60 -2.98 -2.84
C 0.65 -2.19 -4.12
C -0.59 -1.22 -4.24
C -0.78 -0.31 -3.13
C -1.56 -0.45 -1.94
C -2.48 -1.65 -1.70
C -1.96 -2.96 -2.35
H 0.65 -2.84 -5.02
H -1.47 -1.83 -4.51
H 1.58 -1.61 -4.20
H -2.29 -3.05 -3.39
H -0.34 -3.90 -1.22
H 1.58 -3.30 -2.47
H -2.50 -3.77 -1.84
H -2.49 -1.83 -0.62
H -0.85 -0.37 -1.07
H -3.52 -1.42 -1.99
H -0.42 -0.56 -5.11
H -0.17 0.60 -3.21
P -2.44 1.26 -1.50
C -4.03 1.03 -2.44
C -1.71 2.58 -2.49
P -1.58 2.55 1.31
C -2.90 1.91 0.13
C -1.14 4.20 0.66
C -2.74 2.76 2.72
H -4.85 0.61 -1.83
H -3.87 0.37 -3.30
H -4.40 1.96 -2.88
H -2.50 3.20 -2.93
H -1.17 2.17 -3.34
H -1.04 3.21 -1.91
H -3.75 3.04 2.40
H -2.35 3.51 3.42
H -2.79 1.79 3.22
H -3.39 1.07 0.66
H -3.68 2.70 0.00
H -0.38 4.60 1.36
H -2.01 4.87 0.60
H -0.64 4.10 -0.31
Se -0.57 -0.08 3.18
C -0.06 -1.96 3.00
C 0.69 -2.61 4.00
C 1.12 -3.92 3.81
C 0.72 -4.64 2.69
C -0.17 -4.05 1.78
C -0.57 -2.72 1.94
H 0.93 -2.08 4.93
H 1.78 -4.39 4.56
H 1.07 -5.67 2.53
H -0.58 -4.64 0.96
H -1.30 -2.26 1.27
```

As for the spin multiplicity: 6. The calculation puts the HOMO-LUMO gap (spin up / spin down) at 0.20927 / 0.21778 Ha. The value obtained for the HOMO energy (spin up / spin down) is -8.022 / -9.513 eV. Its expectation value of S² is 8.784. The value obtained for the LUMO energy (spin up / spin down) is -2.3272 / -3.5873 eV. As for the charge: +1.

Here are the Löwdin charges for atoms 1 to 4, given in e: 0.701 -0.213 -0.298 -0.344

Computed, not measured: one molecule with the formula C5H8N2 in a non-equilibrium geometry, with ωB97M-V with the def2-TZVPD basis set.

Geometry as XYZ:
```
15
Properties=species:S:1:pos:R:3
C -1.82 -0.45 -0.34
C -1.07 0.06 0.81
C 0.23 -0.70 1.05
N 1.28 0.33 0.99
C 1.00 1.21 -0.12
C 1.09 0.57 -1.45
N 1.14 -0.01 -2.46
H -1.26 -0.92 -1.17
H -2.36 -1.27 0.17
H -2.59 0.24 -0.72
H -0.04 1.55 0.05
H 0.42 -1.53 0.34
H 0.18 -1.11 2.06
H 2.19 -0.10 0.91
H 1.61 2.11 -0.11
```

The calculation puts the HOMO-LUMO gap at 0.30704 Ha. The value obtained for the HOMO energy is -8.639 eV. The value obtained for the LUMO energy is -0.2835 eV.

Here are the Löwdin charges for atoms 1 to 4, given in e: -0.158 -0.011 -0.295 -0.069

Computed, not measured: one molecule with the formula C2H2BrClN2S in a non-equilibrium geometry, with ωB97M-V with the def2-TZVPD basis set.

Geometry as XYZ:
```
9
Properties=species:S:1:pos:R:3
Cl 0.55 1.63 1.11
C 1.22 0.26 0.16
S 0.71 -1.50 0.73
C 0.15 -0.36 -0.85
N -1.23 -0.08 -0.86
N -2.16 0.08 -0.12
Br -2.20 0.00 1.86
H 2.23 0.39 -0.28
H 0.73 -0.43 -1.75
```

The calculation puts the HOMO-LUMO gap at 0.29556 Ha. The value obtained for the HOMO energy is -9.084 eV. The value obtained for the LUMO energy is -1.0417 eV. Its SMILES is Cl[C@H]1S[C@H]1/N=N\Br.

Here are the Löwdin charges for atoms 1 to 4, given in e: 0.507 -0.871 0.693 -0.460

Relative energy (zero: lowest compared OMol25 entry of this formula, charge and spin) for the records above, in order: 97.80 0.19 0.00 32.19 1.43 70.99 24.49 107.10 27.41 kcal per mole
E_tot for the records above, in order: -2229.8977 -625.9627 -3916.1482 -501.8744 -2076.7340 -1272.4291 -4311.2050 -304.6648 -3619.1738 a.u.